# 1
The following is a DFT calculation (ωB97M-V/def2-TZVPD) of a structure of composition C29H56ClGeMnN2O6SSi.

Each line ends with the Löwdin charge.
Cartesian coordinates (Å):
Mn: 0.713143 -1.093373 -0.278605  0.7791
C: 3.418935 2.127237 5.250164  -0.0998
C: 3.380839 2.706653 3.836582  -0.2564
C: 1.996508 2.645302 3.187957  -0.2804
C: 1.478913 1.205554 3.116630  -0.3446
Ge: -0.103348 0.929297 2.057040  0.7749
C: -1.931873 1.471702 2.326993  -0.3234
C: -2.204792 2.616895 3.322348  -0.2576
C: -2.302814 3.980721 2.634630  -0.2583
C: -0.996809 4.482752 2.026917  -0.1008
H: 4.361267 2.370780 5.742164  0.0793
H: 3.327843 1.037379 5.250355  0.0589
H: 2.611063 2.536880 5.866637  0.0838
H: 4.101182 2.183188 3.198483  0.1098
H: 3.692634 3.752466 3.865384  0.1129
H: 2.048827 3.087540 2.189533  0.1070
H: 1.308237 3.253670 3.773257  0.0964
H: 1.278589 0.811628 4.115190  0.0556
H: 2.206144 0.547376 2.636837  0.0686
H: 0.308776 1.086100 0.559955  -0.0082
H: -2.412967 0.541680 2.628945  0.0466
H: -2.307326 1.728221 1.334383  0.0773
H: -1.454193 2.643210 4.120237  0.1066
H: -3.157040 2.408630 3.811805  0.1126
H: -2.665891 4.711788 3.358456  0.1149
H: -3.066889 3.915331 1.852347  0.1114
H: -0.246160 4.646082 2.799493  0.0658
H: -1.138786 5.430777 1.505662  0.0830
H: -0.585774 3.778569 1.291338  0.0535
C: -0.039929 -1.982994 6.493621  -0.0150
C: 0.625418 -2.814573 5.419110  -0.5967
C: 1.873388 -2.130595 4.876122  -0.0162
C: 0.920259 -4.225744 5.898126  -0.0091
O: -0.377426 -2.919629 4.338735  -0.1236
Si: -0.343350 -3.380851 2.822348  0.0530
S: -0.280791 -1.346512 1.695295  0.5572
O: 0.990596 -4.068485 2.285071  -0.1198
C: 1.303997 -4.990294 1.194550  -0.6029
C: 0.791469 -4.404177 -0.112754  -0.0141
C: 0.639862 -6.324021 1.490522  -0.0051
C: 2.814812 -5.101368 1.179349  -0.0088
O: -1.685552 -3.975856 2.217169  -0.1330
C: -3.083087 -4.065968 2.674418  -0.6061
C: -3.596361 -2.652873 2.898568  -0.0297
C: -3.113786 -4.886364 3.952417  -0.0113
C: -3.824647 -4.757588 1.551578  -0.0182
H: 0.643180 -1.846380 7.334317  0.1017
H: -0.943588 -2.476834 6.857762  0.0967
H: -0.313663 -0.997780 6.102715  0.0891
H: 2.548678 -1.885171 5.697197  0.1037
H: 1.604681 -1.201711 4.359563  0.0536
H: 2.402990 -2.776822 4.171760  0.0886
H: 1.628134 -4.198113 6.728939  0.1043
H: 1.361124 -4.822078 5.092963  0.0868
H: 0.005791 -4.714520 6.240555  0.0970
H: -0.299929 -4.368292 -0.142984  0.0959
H: 1.151633 -4.988152 -0.960579  0.1119
H: 1.187456 -3.393245 -0.229996  0.0380
H: -0.448454 -6.216172 1.529450  0.0823
H: 0.992420 -6.713564 2.448661  0.1025
H: 0.888180 -7.050017 0.712785  0.1046
H: 3.268418 -4.128932 0.961520  0.0844
H: 3.132036 -5.819787 0.420497  0.1025
H: 3.175080 -5.442523 2.151848  0.0998
H: -3.024403 -2.156583 3.691130  0.0843
H: -4.645059 -2.678612 3.201163  0.1033
H: -3.511472 -2.066923 1.978267  0.0811
H: -2.564848 -4.382332 4.752964  0.0813
H: -2.669991 -5.871093 3.783458  0.1000
H: -4.145611 -5.027601 4.279586  0.1037
H: -3.753723 -4.174294 0.629545  0.0880
H: -4.878541 -4.872060 1.813533  0.1020
H: -3.404212 -5.749079 1.371998  0.0940
Cl: 8.570961 -0.214030 -2.482285  0.7695
C: 6.925455 -0.377434 -2.038655  -0.6409
C: 6.608100 -0.941180 -0.808055  -0.0666
C: 5.283979 -1.057571 -0.444400  0.0182
C: 4.284649 -0.620493 -1.318792  -0.1494
C: 4.614686 -0.068189 -2.557992  0.0166
C: 5.938743 0.057971 -2.917285  -0.0660
C: 2.910674 -0.726925 -0.928722  -0.4573
O: 2.544181 -1.088610 0.266599  -0.0887
O: 1.901653 -0.487153 -1.717572  -0.0784
H: 7.398441 -1.278097 -0.150747  0.1207
H: 5.014798 -1.493186 0.510462  0.1285
H: 3.833746 0.261416 -3.231665  0.1287
H: 6.219537 0.489952 -3.868708  0.1210
C: -3.265223 0.003367 -3.800249  -0.0293
N: -2.620950 -0.644462 -2.658868  0.0634
C: -1.341883 -0.527654 -2.352389  -0.5230
N: -0.539376 0.213149 -3.120736  0.2392
O: -0.908120 -1.139175 -1.309872  -0.1278
H: -4.332250 -0.173853 -3.735221  0.1003
H: -2.909278 -0.408004 -4.743731  0.1008
H: -3.100881 1.080615 -3.781221  0.0981
H: -3.164080 -1.216664 -2.035047  0.1607
H: -0.866188 0.625508 -3.977164  0.1201
H: 0.450518 0.213037 -2.937080  0.0915

Force components x, y, z for each atom (eV/Å):
-0.3 0.3 -0.5
0.0 0.0 0.0
0.0 0.0 0.1
0.2 -0.2 0.0
-0.1 0.1 0.2
0.2 -0.1 -0.1
-0.1 0.2 0.2
0.0 0.0 -0.1
0.0 0.0 0.0
0.0 -0.1 0.0
0.0 0.0 0.0
0.0 0.1 0.0
0.1 0.0 -0.1
0.0 0.0 0.0
0.0 0.0 0.0
0.0 0.0 0.0
-0.1 0.1 0.0
0.1 0.1 0.0
0.1 -0.1 0.1
0.1 0.1 -0.4
-0.2 0.0 0.1
-0.1 -0.1 0.0
0.0 0.0 0.0
0.0 0.0 0.0
0.0 0.0 0.0
0.0 0.0 0.1
0.1 0.0 0.0
0.0 -0.1 0.0
0.0 0.0 0.0
-0.1 0.1 0.1
0.0 -0.1 -0.2
-0.1 0.1 -0.2
0.0 -0.1 0.0
0.1 0.0 0.2
0.1 0.4 -0.2
-0.4 -0.3 0.2
0.1 -0.1 -0.1
-0.1 0.0 0.1
-0.2 -0.2 0.0
-0.1 -0.1 0.0
0.1 0.0 0.1
-0.2 -0.2 0.0
0.1 0.1 0.1
0.1 0.1 0.0
0.1 0.0 0.1
0.0 -0.1 -0.1
-0.1 0.0 0.0
0.1 0.1 0.0
0.0 -0.1 0.1
0.0 0.0 0.0
0.1 -0.2 0.2
0.0 0.0 0.0
0.0 0.0 0.0
0.0 0.1 0.1
0.1 0.0 0.0
0.0 0.0 0.0
-0.1 0.0 0.0
0.2 0.2 -0.1
0.1 0.0 0.0
0.0 0.0 -0.1
0.0 0.0 0.1
0.0 -0.1 0.0
0.0 0.1 0.0
0.0 0.0 -0.1
-0.1 -0.1 -0.1
0.1 0.0 0.0
0.0 0.0 0.1
-0.1 0.0 -0.1
-0.1 0.1 0.0
0.1 0.0 0.0
0.0 0.0 0.1
0.1 0.0 0.0
0.0 0.0 0.0
0.0 0.0 0.0
0.1 0.0 -0.1
0.0 -0.1 0.2
0.1 0.0 0.1
0.0 0.0 0.0
0.0 0.0 -0.2
-0.1 0.1 -0.1
-0.4 0.0 0.2
0.1 0.0 -0.5
0.4 -0.3 0.5
0.0 0.0 0.0
0.0 0.0 -0.1
0.0 0.0 0.0
0.0 0.0 0.0
0.1 -0.1 0.1
-0.2 0.1 -0.1
0.3 0.0 -0.2
0.0 0.0 0.1
0.2 0.0 0.1
0.0 0.0 0.0
0.0 0.0 0.0
0.0 0.0 0.0
-0.1 0.0 0.0
0.0 0.0 0.0
0.1 0.0 0.0

Output
total charge	+2
DFT total energy	-165313.109	eV
gap between HOMO and LUMO (alpha / beta)	6.58 / 7.76	eV
relative energy (zero: lowest compared OMol25 entry of this formula, charge and spin)	0.0	kJ/mol
2S+1	5

# 2
The following is a DFT calculation (ωB97M-V/def2-TZVPD) of a cluster of 3 separate species, C29H56NO15PS3 in total.

Each line ends with the Löwdin charge.
Cartesian coordinates (Å):
C: -0.191589 1.634779 -3.519633  -0.0896
C: -0.746832 0.422815 -2.768688  -0.2590
C: -0.000690 -0.855493 -3.141136  -0.1918
C: -0.275468 -2.116997 -2.310952  -0.1531
C: -0.393953 -2.047785 -0.752363  -0.2589
C: -1.769700 -1.401643 -0.457599  -0.1046
C: -2.682035 -2.057789 0.589793  -0.1517
C: -3.972393 -1.254933 0.826785  -0.0596
C: -4.114526 -0.663015 2.195265  -0.4346
O: -4.353217 0.525453 2.386145  0.1089
O: -4.051685 -1.556878 3.228099  -0.0156
C: -2.925293 -1.429597 4.094859  -0.2185
C: -2.946670 -0.195050 5.006004  -0.0491
C: 0.834545 -1.403362 0.001638  -0.2997
C: 1.735739 -0.422637 -0.791747  -0.1214
C: 2.997265 0.059435 -0.053764  -0.2133
C: 3.109310 1.585253 -0.065455  -0.0889
C: 0.446612 -0.674171 1.306578  -0.1117
O: 0.164820 0.688214 1.023312  -0.0724
C: -0.924943 1.321181 1.587862  -0.2361
O: -1.696208 1.782255 0.508137  -0.1104
C: -2.627149 2.772891 0.892782  -0.1777
C: -3.809638 2.816113 -0.094420  -0.1941
O: -3.756313 1.723195 -1.012776  -0.0704
N: 1.764867 -2.507783 0.344020  0.1331
C: 1.337911 -3.660546 -0.365049  -0.4388
O: 2.053046 -4.506024 -0.856515  0.1076
C: -0.204620 -3.560214 -0.336488  -0.4040
C: -0.492620 -3.985520 1.146419  -0.1696
C: 0.235429 -5.287664 1.531694  -0.2210
O: -0.531311 -6.035922 2.449714  -0.1375
C: -0.235472 -5.818389 3.820902  -0.2580
C: -1.298721 -4.949003 4.469443  -0.0695
P: -1.172825 -4.819917 -1.308899  0.4334
S: -0.320019 -5.769894 -2.771778  0.1648
H: -0.623932 1.621385 -4.515125  0.0733
H: -0.433107 2.567389 -3.026585  0.0648
H: 0.884851 1.547480 -3.642145  0.0732
H: -1.783381 0.311206 -3.092030  0.1080
H: -0.813251 0.611975 -1.705258  0.0743
H: -0.278396 -1.089721 -4.168153  0.1205
H: 1.058779 -0.643241 -3.196428  0.0857
H: 0.454236 -2.861842 -2.620360  0.0970
H: -1.216999 -2.510731 -2.684348  0.0900
H: -2.354121 -1.278030 -1.361374  0.1204
H: -1.600962 -0.376692 -0.140368  0.0912
H: -2.206823 -2.213747 1.546966  0.0731
H: -2.966941 -3.043065 0.234178  0.0929
H: -4.801675 -1.959032 0.743892  0.1338
H: -4.132382 -0.484370 0.087684  0.1043
H: -1.985694 -1.466519 3.546395  0.0910
H: -2.950220 -2.317419 4.711294  0.1088
H: -3.788838 0.450931 4.808819  0.0722
H: -2.975895 -0.508012 6.044056  0.0705
H: -2.018051 0.356160 4.894361  0.0692
H: 1.209769 0.441690 -1.169203  0.0971
H: 2.072884 -0.973434 -1.661392  0.1100
H: 3.861333 -0.305120 -0.598583  0.1073
H: 3.099478 -0.338544 0.949230  0.0944
H: 3.439947 1.872528 -1.063186  0.0751
H: 3.880800 1.929842 0.612897  0.0357
H: 2.157216 2.070411 0.111833  0.0640
H: -0.414793 -1.177968 1.745536  0.0954
H: 1.251254 -0.733262 2.037252  0.1313
H: -1.506796 0.670384 2.251155  0.1248
H: -0.583049 2.180819 2.175506  0.1443
H: -2.125189 3.738208 0.824031  0.1236
H: -2.978332 2.605156 1.904749  0.1081
H: -4.750853 2.782517 0.443171  0.1134
H: -3.745766 3.728369 -0.681693  0.1067
H: -4.654619 1.540257 -1.280856  0.0816
H: 1.948959 -2.640870 1.323782  0.1344
H: -1.541944 -4.217622 1.267421  0.0885
H: -0.232025 -3.227362 1.876450  0.1039
H: 1.226053 -5.068237 1.928468  0.1252
H: 0.394368 -5.921156 0.662320  0.1134
H: -0.251064 -6.795158 4.297209  0.1158
H: 0.761372 -5.404298 3.952144  0.1152
H: -2.262653 -5.254817 4.077508  0.0830
H: -1.132024 -3.904226 4.233604  0.0499
H: -1.335215 -5.096505 5.543453  0.0757
H: -2.339758 -4.132820 -1.692246  -0.0064
H: -1.643696 -5.721512 -0.344381  0.0009
O: 8.153599 1.545880 2.542424  -0.2113
S: 7.131389 2.279900 1.893523  0.6000
O: 5.795669 1.811140 1.846728  -0.2204
O: 7.624316 2.627791 0.411711  -0.1849
C: 7.598672 4.044615 0.193177  -0.1586
C: 7.847289 4.636747 1.564867  -0.1622
O: 7.113495 3.780794 2.451072  -0.1871
H: 6.615755 4.320284 -0.193325  0.1351
H: 8.364668 4.316288 -0.527190  0.1350
H: 7.483949 5.655810 1.656624  0.1349
H: 8.904119 4.596391 1.836147  0.1340
O: 0.994419 4.187735 -5.447013  -0.2138
S: 0.404478 5.404968 -5.029917  0.5921
O: 1.089466 6.323798 -4.198870  -0.2138
O: -1.026262 5.076504 -4.388626  -0.1981
C: -2.060078 5.788735 -5.078423  -0.1611
C: -1.533483 5.937500 -6.490902  -0.1628
O: -0.134152 6.194362 -6.316157  -0.1876
H: -2.197266 6.758645 -4.596368  0.1333
H: -2.985900 5.222430 -5.032394  0.1348
H: -1.992505 6.762143 -7.027931  0.1344
H: -1.650145 5.014807 -7.062993  0.1346

Force components x, y, z for each atom (eV/Å):
-0.1 -0.7 0.0
-0.4 0.1 -0.4
-0.2 0.2 0.0
0.4 0.5 -0.2
-0.1 -0.9 -0.6
0.1 0.3 1.2
-0.1 0.1 -0.4
-0.3 -0.6 0.1
-0.5 2.2 0.2
0.5 -1.8 -0.2
0.2 -0.1 -0.7
-0.1 0.4 0.9
0.4 -0.3 0.1
1.0 1.1 0.7
0.2 -0.5 -0.3
-0.1 0.4 -0.2
0.3 -0.3 -0.4
-0.7 -0.1 -0.2
0.4 -0.4 0.1
0.1 0.4 -0.1
-0.2 -0.3 0.2
0.1 0.1 -0.6
0.3 -0.4 -0.4
0.2 -0.1 0.2
-0.4 -0.2 -0.9
0.5 -0.7 -0.5
-0.9 0.9 1.0
-0.2 -0.4 0.6
0.0 -0.4 -0.1
-0.3 0.1 -0.2
0.5 0.0 0.1
-0.6 -0.2 0.2
0.1 -0.2 -0.2
0.7 -0.3 -1.0
-0.1 0.1 0.0
0.1 0.3 -0.3
-0.1 0.2 0.0
0.2 0.2 0.1
-0.2 -0.1 0.2
0.3 0.0 0.2
0.0 -0.1 -0.2
0.2 0.0 0.1
0.3 -0.1 0.1
-0.3 -0.1 0.1
0.0 -0.2 -0.3
-0.1 0.1 0.0
0.3 0.0 0.1
0.0 -0.2 0.0
-0.2 0.0 0.0
0.1 0.3 -0.1
0.0 0.0 -0.4
-0.1 -0.3 0.0
-0.1 0.1 -0.1
-0.2 0.0 0.2
0.0 0.3 -0.1
-0.3 0.1 0.1
0.1 -0.2 -0.1
0.2 -0.3 0.1
-0.1 -0.1 0.2
-0.1 0.2 -0.2
-0.1 0.1 0.2
-0.1 0.1 0.3
-0.2 0.2 0.2
0.3 0.0 0.0
-0.1 -0.2 0.0
0.1 0.1 0.1
0.1 0.2 0.3
-0.1 -0.1 0.2
-0.1 0.2 0.2
-0.1 0.3 0.1
-0.3 0.0 -0.2
0.3 -0.1 0.1
-0.2 0.1 0.1
0.0 0.3 0.0
0.2 0.0 0.1
0.0 -0.1 -0.2
0.1 -0.2 0.0
0.2 0.1 -0.1
-0.2 0.0 -0.1
-0.1 0.3 0.1
0.2 0.1 0.2
-0.1 0.1 0.3
-0.2 0.3 0.2
0.0 -0.2 0.0
0.1 0.3 -0.2
0.0 -0.1 0.2
0.2 0.0 0.2
-0.3 0.2 -0.1
0.3 0.0 0.0
-0.2 0.0 -0.2
0.0 0.0 0.0
0.1 -0.2 0.0
-0.1 -0.1 0.1
0.0 0.0 0.0
0.2 -0.1 0.1
-0.3 0.0 -0.1
0.2 0.0 0.0
0.0 -0.1 -0.2
-0.1 0.3 0.1
-0.1 -0.3 -0.1
-0.1 0.2 0.2
0.0 0.0 0.0
0.1 -0.1 0.1
0.2 0.1 0.0
0.0 0.0 0.0

Output
total charge	0
DFT total energy	-104973.646	eV
gap between HOMO and LUMO	8.49	eV
2S+1	1